(1)
# C20H49CaO12Sr

A molecular structure, C20H49CaO12Sr in a non-equilibrium geometry (the ωB97M-V functional and the def2-TZVPD basis, the OMol25 dataset).

Summary:
energy relative to the best compared isomer or geometry (same formula, charge and spin) = 0.0 kcal per mole
HOMO level = -9.53 eV
DFT total energy = -2402.6999 Eh
net charge = +1
frontier orbital gap = 5.8929 eV

CARTESIAN COORDINATES (ANGSTROEM)
Sr  2.5070  2.9420  -0.5790
Ca  -1.3632  3.6341  -0.9884
C  1.4759  4.4251  -2.9295
O  0.6319  3.8134  -2.1204
O  1.4045  5.6901  -2.9783
O  2.5563  3.8560  -3.3517
O  -0.3684  -0.1533  0.9256
C  0.4050  0.8516  0.4766
O  1.6270  0.8008  0.6777
O  -0.1056  1.7984  -0.1862
H  -1.2536  0.0071  0.5691
C  3.3131  -1.0068  -2.5628
C  2.5150  0.1498  -3.1905
C  1.0081  -0.0259  -3.0061
O  2.9465  1.3542  -2.5360
H  4.3566  -0.9981  -2.8509
H  2.7502  -1.8942  -2.8758
H  3.1753  -0.9858  -1.4796
H  2.7147  0.1760  -4.2631
H  0.5126  0.8877  -3.3395
H  0.7498  -0.1720  -1.9547
H  0.6816  -0.8978  -3.5735
H  3.0171  2.0972  -3.1850
C  -2.9662  0.3444  -2.1111
C  -2.9481  1.3377  -3.2376
C  -4.2890  1.5033  -3.9345
O  -2.4985  2.6205  -2.7239
H  -3.1243  -0.6774  -2.4475
H  -3.6563  0.5660  -1.2940
H  -1.9805  0.3522  -1.6247
H  -2.2189  0.9819  -3.9702
H  -5.0559  1.8496  -3.2421
H  -4.6332  0.5336  -4.2991
H  -4.1690  2.1236  -4.8244
H  -2.6398  3.2638  -3.4343
C  -2.6125  2.0207  2.6119
C  -3.3445  1.6220  1.3220
C  -4.8073  1.3989  1.6540
O  -3.1772  2.6666  0.3576
H  -1.5253  1.9971  2.4698
H  -2.7278  1.3193  3.4372
H  -2.9485  3.0248  2.8683
H  -2.9487  0.6785  0.9540
H  -5.1975  2.2852  2.1619
H  -4.9143  0.5405  2.3143
H  -5.4162  1.1673  0.7755
H  -3.9843  3.1946  0.3101
C  5.0806  0.1863  1.5974
C  4.9571  1.6164  2.0103
C  6.2410  2.2127  2.6152
O  4.5695  2.4392  0.8661
H  4.2824  -0.0718  0.9030
H  5.0705  -0.4618  2.4736
H  6.0269  0.0057  1.0792
H  4.1975  1.7530  2.7855
H  6.3657  1.9017  3.6493
H  6.3090  3.3002  2.5421
H  7.1009  1.8610  2.0323
H  5.3517  2.9572  0.6428
C  1.1008  -4.5296  2.1512
C  1.7140  -3.1841  2.5305
C  2.5706  -2.6420  1.3896
O  0.6608  -2.2610  2.7917
H  0.6103  -4.4691  1.1788
H  0.3907  -4.8733  2.9055
H  1.8673  -5.3093  2.1320
H  2.3132  -3.3444  3.4301
H  1.9414  -2.3398  0.5437
H  3.2081  -3.4101  0.9499
H  3.1016  -1.7506  1.7140
H  0.6916  -1.5475  2.1474
C  -3.3177  -3.5026  -0.1607
C  -3.4962  -3.0277  1.2764
C  -2.9983  -4.0517  2.2814
O  -2.7723  -1.8052  1.4424
H  -3.6975  -2.7755  -0.8799
H  -3.7408  -4.4903  -0.3489
H  -2.2488  -3.5840  -0.3908
H  -4.5666  -2.8690  1.4387
H  -3.0731  -3.7396  3.3261
H  -1.9107  -4.1975  2.2053
H  -3.4623  -5.0266  2.1366
H  -1.9126  -2.0337  1.8207

(2)
# C20H34AlBBrF6N4O15Si

A molecular structure, C20H34AlBBrF6N4O15Si in a non-equilibrium geometry (the ωB97M-V functional and the def2-TZVPD basis, the OMol25 dataset).

Summary:
HOMO level = -3.66 eV
DFT total energy = -5859.9882 Eh
net charge = -1
frontier orbital gap = 1.8286 eV

CARTESIAN COORDINATES (ANGSTROEM)
C  4.1806  1.5070  2.0810
Si  3.5126  2.6516  0.7562
C  4.5886  4.1554  0.5082
C  3.5548  1.7153  -0.9509
C  1.7624  3.3438  1.1640
N  1.3530  4.1773  2.0789
N  0.0189  4.4005  1.9626
C  -0.3571  3.7137  0.9943
N  -1.6470  3.6015  0.4277
C  -2.1051  2.2091  0.4111
O  -2.6839  1.6977  1.2935
F  -1.7344  1.5790  -0.7098
C  -1.6512  4.1119  -0.9046
O  -0.7589  4.7200  -1.3989
F  -2.7593  3.9122  -1.5748
N  0.7061  2.9911  0.4323
H  5.1795  1.1733  1.7951
H  3.5076  0.6430  2.2121
H  4.2346  2.0805  3.0107
H  5.1450  4.4048  1.4399
H  5.2477  3.9941  -0.3505
H  3.9052  4.9772  0.2141
H  4.2874  0.8319  -0.9157
H  2.5245  1.3579  -1.2747
H  3.9203  2.4039  -1.7268
H  1.9719  4.6069  2.7599
H  0.6427  2.3563  -0.3480
O  -0.5146  5.4107  4.7510
H  -0.3643  5.2987  3.8062
H  -0.7089  6.3474  4.8556
B  -1.9673  -2.6757  -0.9453
O  -0.5497  -2.3405  -0.6115
C  0.1668  -2.4878  -1.6857
O  1.3518  -2.2907  -1.7787
C  -0.7421  -2.9419  -2.8189
O  -0.3678  -3.1987  -4.0299
O  -1.9165  -3.0398  -2.4265
F  -2.7683  -1.5714  -0.7689
F  -2.3961  -3.7382  -0.2345
C  2.0409  -2.8646  -6.0776
C  3.0464  -1.6985  -6.1171
O  3.8703  -1.7139  -7.0391
O  2.9174  -0.8441  -5.1911
H  2.2105  -3.5587  -6.9000
H  2.1433  -3.4081  -5.1340
H  1.0217  -2.4782  -6.1510
C  -6.3130  -6.1606  0.5627
C  -5.0610  -6.9417  0.9384
C  -4.2428  -6.8440  -0.3376
O  -4.5793  -5.5997  -0.9505
C  -5.7384  -5.0580  -0.3047
H  -6.8682  -5.7774  1.4264
H  -6.9973  -6.8047  -0.0450
H  -4.5357  -6.4423  1.7578
H  -5.2612  -7.9731  1.2377
H  -4.5029  -7.6455  -1.0369
H  -3.1623  -6.8770  -0.1486
H  -5.4129  -4.1971  0.3017
H  -6.4452  -4.7094  -1.0586
Al  3.0562  -0.1630  -1.9968
Br  -0.2600  -5.0930  -3.8135
O  6.2358  3.2969  2.5852
H  7.0441  3.8199  2.5698
C  2.4933  9.1173  -1.3576
C  3.8187  8.6664  -1.9156
O  4.5412  8.3134  -0.7494
C  3.6218  7.9169  0.1749
O  3.8773  7.3136  1.1592
O  2.3676  8.2994  -0.1903
F  4.4630  9.6770  -2.5454
H  2.5057  10.1686  -1.0661
H  1.6668  8.9499  -2.0444
H  3.7591  7.8035  -2.5820
C  -2.9383  -5.9794  5.5745
C  -2.8892  -6.6236  4.2000
O  -2.9887  -5.6456  3.1739
H  -3.8659  -5.4191  5.6978
H  -2.8734  -6.7314  6.3638
H  -2.1145  -5.2713  5.6992
H  -3.7231  -7.3124  4.0713
H  -1.9553  -7.1828  4.0709
H  -2.2490  -5.0390  3.2729
F  -7.4930  -7.3748  -1.5849

(3)
# C4H12N2

C4H12N2 in the gas phase in a non-equilibrium geometry (the ωB97M-V functional and the def2-TZVPD basis, the OMol25 dataset).

Summary:
energy relative to the best compared isomer or geometry (same formula, charge and spin) = 14.3 kcal per mole
HOMO level = -9.06 eV
DFT total energy = -269.0935 Eh
SMILES string = NCCCCN
frontier orbital gap = 10.2071 eV

CARTESIAN COORDINATES (ANGSTROEM)
N  -1.4032  0.8951  -1.3959
C  -0.6093  1.4457  -0.2915
C  0.8093  0.8900  -0.1555
C  1.0513  -0.1282  0.9582
C  0.0188  -1.2365  1.0512
N  0.0153  -2.0716  -0.1623
H  -1.4672  1.5398  -2.1749
H  -0.8990  0.1129  -1.8023
H  -0.6011  2.5285  -0.3890
H  -1.1511  1.2879  0.6492
H  1.1608  0.4754  -1.1048
H  1.4439  1.7569  0.0126
H  1.1825  0.3544  1.9128
H  2.0289  -0.5915  0.7744
H  0.2887  -1.9234  1.8332
H  -0.9725  -0.7942  1.2098
H  -0.4960  -2.9189  0.0385
H  -0.4000  -1.6222  -0.9637

(4)
# C5H8O

A molecular structure, C5H8O (the ωB97M-V functional and the def2-TZVPD basis, the OMol25 dataset).

Summary:
energy relative to the best compared isomer or geometry (same formula, charge and spin) = 65.4 kcal per mole
HOMO level = -9.06 eV
DFT total energy = -270.4537 Eh
frontier orbital gap = 10.1410 eV

CARTESIAN COORDINATES (ANGSTROEM)
C  -1.6316  -0.2645  0.3453
C  -0.3174  0.4593  0.1946
C  0.3594  1.1222  -0.9602
C  0.6566  -0.3120  -0.6499
C  1.3855  -0.4799  0.6654
O  0.5653  0.5063  1.3225
H  -1.4434  -1.3394  0.1910
H  -2.0430  -0.1591  1.3471
H  -2.3552  0.0366  -0.4121
H  1.1540  1.8362  -0.7616
H  -0.2324  1.3209  -1.8473
H  0.3028  -1.1184  -1.2813
H  2.4583  -0.2800  0.6926
H  1.1647  -1.4481  1.1307

(5)
# C35H73BN3O17S6

7 unconnected molecules or ions with the total composition C35H73BN3O17S6 (the ωB97M-V functional and the def2-TZVPD basis, the OMol25 dataset).

Summary:
HOMO level = -4.70 eV
DFT total energy = -5234.7555 Eh
net charge = -1
frontier orbital gap = 6.0738 eV

CARTESIAN COORDINATES (ANGSTROEM)
C  -2.8734  3.5363  1.8290
C  -1.7243  2.7611  2.4738
C  -0.7057  2.2905  1.4312
C  0.1922  1.1213  1.8701
N  1.5565  1.5084  2.1644
B  2.5893  0.4395  2.3866
C  2.9305  -0.3758  0.9765
C  3.2292  -1.8460  0.8793
O  4.2603  -2.2763  0.3652
N  2.2963  -2.7260  1.4318
C  2.7293  -4.1099  1.4973
C  0.9258  -2.5529  0.9736
O  3.7874  1.1029  2.8771
C  4.8823  0.2772  3.1722
C  5.1363  0.1541  4.6843
C  6.5571  0.5363  5.0790
O  4.9302  -1.1854  5.1596
O  2.0979  -0.6450  3.4422
N  1.7741  -0.1198  4.6048
O  1.2060  -0.8963  5.3248
H  -3.2140  2.9927  0.9505
H  -3.7172  3.6271  2.5188
H  -2.5900  4.5484  1.5378
H  -1.2322  3.3656  3.2423
H  -2.1288  1.8835  2.9887
H  -0.0418  3.1151  1.1588
H  -1.2538  2.0273  0.5221
H  -0.3005  0.6226  2.7248
H  0.2360  0.3887  1.0592
H  1.5801  2.1553  2.9465
H  3.8369  0.1013  0.6078
H  2.1448  -0.1364  0.2485
H  2.1733  -4.6035  2.2967
H  3.7873  -4.1450  1.7342
H  2.5702  -4.6624  0.5608
H  0.4494  -1.7117  1.4750
H  0.3601  -3.4458  1.2347
H  0.8665  -2.3985  -0.1117
H  4.7540  -0.7375  2.7712
H  5.7751  0.6921  2.6925
H  4.4135  0.8161  5.1694
H  7.1962  -0.3489  5.0531
H  6.9438  1.3023  4.4073
H  6.5887  0.9272  6.0974
H  4.0369  -1.4399  4.8972
C  -4.4288  1.4427  -3.8516
C  -4.4040  2.8162  -4.5424
C  -4.4552  3.8884  -3.4459
S  -3.6913  3.1356  -1.9911
O  -4.6947  3.0313  -0.9597
O  -2.4324  3.7793  -1.7114
C  -3.4127  1.5369  -2.7217
H  -4.1662  0.6399  -4.5395
H  -5.4283  1.2459  -3.4573
H  -3.4736  2.9198  -5.1057
H  -5.2312  2.9340  -5.2431
H  -3.8896  4.7839  -3.6923
H  -5.4736  4.1512  -3.1661
H  -3.5382  0.7732  -1.9600
H  -2.3921  1.5429  -3.1024
C  8.9537  5.9782  2.2333
C  10.0173  4.9308  1.8730
C  9.7264  3.6785  2.7063
S  7.9468  3.6861  3.0145
O  7.7337  3.8542  4.4282
O  7.3287  2.6130  2.2845
C  7.6168  5.2485  2.1988
H  8.9631  6.8198  1.5417
H  9.1371  6.3660  3.2378
H  9.9466  4.6923  0.8099
H  11.0257  5.2977  2.0610
H  9.9696  2.7508  2.1946
H  10.2129  3.7052  3.6794
H  6.8124  5.7457  2.7354
H  7.3030  5.0190  1.1808
C  1.3802  -0.2708  -6.6998
C  1.4212  -1.5047  -5.7878
C  0.5335  -1.2066  -4.5757
S  -0.7181  -0.0462  -5.1493
O  -0.5362  1.2087  -4.4668
O  -2.0154  -0.6776  -5.1676
C  -0.0908  0.1142  -6.8211
H  1.8184  -0.4728  -7.6763
H  1.9400  0.5477  -6.2432
H  1.0330  -2.3711  -6.3278
H  2.4366  -1.7390  -5.4729
H  0.0215  -2.0817  -4.1838
H  1.0774  -0.7063  -3.7762
H  -0.2645  1.1356  -7.1517
H  -0.6475  -0.5859  -7.4440
C  -7.5064  -2.6566  -0.8586
C  -8.1366  -1.7898  0.2440
C  -7.2713  -0.5308  0.3823
S  -6.5312  -0.2433  -1.2276
O  -5.1038  -0.4168  -1.1303
O  -7.0965  0.9373  -1.8305
C  -7.2139  -1.7016  -2.0118
H  -8.1678  -3.4624  -1.1681
H  -6.5787  -3.1031  -0.4954
H  -9.1504  -1.5150  -0.0477
H  -8.2024  -2.3220  1.1890
H  -7.8364  0.3588  0.6489
H  -6.4499  -0.6680  1.0837
H  -6.4851  -2.0704  -2.7306
H  -8.1269  -1.3947  -2.5221
C  7.5235  -0.2415  -1.1330
C  6.3113  0.3869  -0.4390
C  5.9850  1.6938  -1.1679
S  6.5421  1.4631  -2.8628
O  7.6283  2.3782  -3.1394
O  5.4248  1.4085  -3.7755
C  7.2263  -0.1767  -2.6258
H  7.6823  -1.2673  -0.8034
H  8.4291  0.3305  -0.9135
H  5.4663  -0.2996  -0.4940
H  6.4988  0.5738  0.6178
H  4.9215  1.9216  -1.1875
H  6.5372  2.5427  -0.7684
H  8.0963  -0.2780  -3.2710
H  6.4540  -0.8899  -2.9134
C  -10.7674  -7.3652  1.4543
C  -11.4067  -6.5015  2.5504
C  -10.5492  -5.2401  2.6978
S  -9.7962  -4.9589  1.0847
O  -8.3681  -5.1048  1.2012
O  -10.3638  -3.7792  0.4815
C  -10.4718  -6.4198  0.2955
H  -11.4228  -8.1779  1.1442
H  -9.8368  -7.8049  1.8189
H  -12.4204  -6.2266  2.2531
H  -11.4751  -7.0354  3.4970
H  -11.1233  -4.3538  2.9549
H  -9.7328  -5.3737  3.4050
H  -9.7383  -6.7930  -0.4155
H  -11.3802  -6.1131  -0.2222

(6)
# C21H66F5N5O20S3Y

A molecular structure, C21H66F5N5O20S3Y in a non-equilibrium geometry (the ωB97M-V functional and the def2-TZVPD basis, the OMol25 dataset).

Summary:
HOMO level = -10.75 eV
DFT total energy = -4350.1105 Eh
net charge = +1
frontier orbital gap = 4.1538 eV

CARTESIAN COORDINATES (ANGSTROEM)
Y  2.9047  0.1639  3.2845
C  6.8752  1.9913  1.5145
F  6.0500  3.0102  1.7482
F  7.6718  2.2239  0.5086
F  7.5761  1.7999  2.6304
S  5.9027  0.4475  1.1475
O  4.7245  0.4836  2.1306
O  5.4414  0.6266  -0.1919
O  6.7171  -0.6836  1.3854
N  1.8468  -0.2529  1.4258
S  2.0883  -0.8192  -0.0900
O  2.3338  0.1988  -1.0317
O  1.3777  -1.9802  -0.4515
F  3.5267  -1.4014  0.1721
S  0.2476  0.3608  0.9382
O  -0.7416  -0.5793  0.6362
O  0.2959  1.6538  0.3869
F  -0.0683  0.7519  2.4952
O  3.3384  2.8343  -0.1886
H  3.4485  2.0246  -0.7015
H  4.1684  3.3073  -0.3044
O  -0.8540  -2.8970  -2.5936
H  -1.6127  -3.2875  -2.1498
H  -0.2773  -2.6080  -1.8806
O  6.4937  -3.2987  0.0032
H  6.4275  -4.2404  -0.1750
H  5.8867  -2.8906  -0.6293
O  1.2961  1.3468  4.5586
H  0.3292  1.2692  4.5513
H  1.4989  1.9548  5.2850
O  5.0336  -2.7986  -2.3867
H  4.6767  -3.3554  -3.0847
H  4.6526  -1.9295  -2.5449
C  -3.0863  -1.7741  3.6148
C  -4.3764  -1.3766  4.2764
O  -5.3659  -1.1139  3.3004
O  -3.1410  -3.1171  3.1369
H  -2.3147  -1.6816  4.3870
H  -2.7822  -1.1305  2.7852
H  -4.2463  -0.5566  4.9968
H  -4.6881  -2.1727  4.9705
H  -6.1354  -0.7437  3.7428
H  -4.0564  -3.2975  2.8989
C  0.2464  -5.6297  2.1505
C  0.6716  -4.1999  2.2271
O  -0.0567  -3.4140  3.1828
O  -1.0807  -5.7404  1.6481
H  0.2085  -6.0352  3.1684
H  0.9535  -6.2185  1.5588
H  0.5134  -3.6897  1.2692
H  1.7372  -4.1095  2.4458
H  -0.9776  -3.4329  2.8909
H  -1.5384  -6.4440  2.1131
C  3.2116  -8.4397  -4.4319
C  3.2112  -7.7932  -3.0655
C  1.9017  -7.0341  -2.8570
O  2.0284  -6.2089  -1.7200
C  0.9848  -5.2625  -1.5899
N  3.5223  -8.7230  -1.9787
H  4.0909  -9.0537  -4.6163
H  3.1657  -7.6633  -5.2010
H  2.3333  -9.0535  -4.6574
H  3.9349  -6.9709  -3.0715
H  1.0558  -7.7339  -2.7624
H  1.7058  -6.3950  -3.7303
H  0.9176  -4.5709  -2.4311
H  1.1625  -4.7363  -0.6548
H  0.0398  -5.8174  -1.5256
H  3.5832  -8.1775  -1.1191
H  2.6468  -9.2087  -1.7686
C  -4.2191  6.9393  -0.2198
C  -2.7464  7.2766  -0.0928
C  -1.9587  6.1131  0.4647
O  -2.3961  5.6810  1.7310
C  -1.6382  4.6374  2.2594
N  -2.2211  7.6968  -1.3818
H  -4.5841  6.4610  0.6965
H  -4.3742  6.1685  -0.9800
H  -4.8475  7.8157  -0.3539
H  -2.6521  8.0775  0.6453
H  -0.8803  6.3510  0.4298
H  -1.9020  5.2553  -0.2365
H  -0.8799  5.0113  2.9658
H  -1.0861  4.0111  1.5495
H  -2.3252  4.0186  2.8419
H  -2.0590  6.8992  -1.9870
H  -1.3316  8.1699  -1.2756
C  0.6650  5.4981  -3.0049
C  0.2344  4.2645  -2.2197
C  0.5925  2.9604  -2.9166
O  -0.1419  2.8890  -4.1233
C  0.4081  1.9251  -4.9999
N  0.7593  4.3619  -0.8499
H  0.2007  6.3979  -2.6007
H  0.2952  5.4263  -4.0298
H  1.7491  5.6268  -3.0060
H  -0.8589  4.3358  -2.2307
H  0.2104  2.1740  -2.2493
H  1.6693  2.8678  -3.0986
H  0.5174  0.9557  -4.4997
H  1.4296  2.2105  -5.2895
H  -0.2085  1.8927  -5.8920
H  1.7059  3.9741  -0.8540
H  0.2787  3.6359  -0.3180
C  -4.1245  -0.4076  0.1012
C  -4.6949  0.8973  0.6337
C  -3.6127  1.6759  1.4087
O  -4.2282  2.4147  2.4830
C  -5.0358  3.5006  2.0633
N  -5.3875  1.6566  -0.4112
H  -4.0197  -1.1926  0.8497
H  -3.1095  -0.2516  -0.2844
H  -4.7259  -0.8268  -0.7049
H  -5.4719  0.6221  1.3482
H  -2.9205  2.2590  0.7843
H  -2.9483  1.0210  1.9844
H  -4.8405  4.3796  2.6842
H  -6.1016  3.3262  2.2611
H  -4.8827  3.7404  1.0152
H  -5.8736  2.4573  -0.0339
H  -4.6845  2.0417  -1.0379